# 1
Molecular formula: C11H17BN6OTc
Method: DFT, ωB97M-V/def2-TZVPD

Computed properties:
- <S²> = 3.77
- LUMO energy (spin up / spin down) (eV) = -9.22 / -9.56
- spin multiplicity = 4
- net charge = +2
- M (g mol⁻¹) = 358.1

Each line ends with the Löwdin spin population.
Cartesian coordinates (Å):
H 0.9122 3.1353 1.5336  -0.0001
N 0.5093 1.6986 0.0205  0.0410
B 0.1593 0.3953 -2.1146  0.0003
N 0.5056 1.7179 -1.3655  0.0016
C 0.8946 2.9446 -1.7766  0.0269
Tc 0.0232 -0.1336 1.1314  2.3306
H 0.9811 3.1689 -2.8292  0.0012
C 1.1468 3.7416 -0.6496  0.0098
H 1.4679 4.7679 -0.6238  0.0005
C 0.8748 2.9206 0.4682  0.0146
H 0.3296 0.5496 -3.2902  0.0001
C -0.9973 -1.8335 2.0296  0.0595
H -1.0898 -1.9754 3.1017  0.0061
H -0.1762 -2.5723 1.8345  0.0172
H -1.8784 -2.3171 1.6018  0.0026
N -1.3452 -0.0193 -1.8681  0.0037
N 1.1041 -0.7231 -1.5715  0.0128
N -1.6708 -0.2307 -0.5497  0.0052
N 1.1740 -0.9992 -0.1923  0.0383
C -2.4386 -0.2280 -2.6299  0.0150
C 1.9718 -1.5293 -2.1926  0.0482
H -2.3663 -0.1088 -3.6969  0.0009
H 2.0518 -1.4848 -3.2542  0.0026
C -3.4827 -0.5758 -1.7982  0.0033
C 2.6484 -2.3172 -1.2401  0.0224
C -2.9733 -0.5544 -0.5009  0.0041
C 2.1233 -1.9671 0.0087  0.0199
H -4.4766 -0.7962 -2.0867  -0.0001
H 3.4120 -3.0310 -1.4180  0.0006
H -3.4876 -0.7572 0.4182  0.0001
H 2.3267 -2.3241 1.0087  0.0007
H -1.4758 -0.7696 2.2140  0.0134
C 0.6328 0.4361 4.1089  0.0269
O 0.8793 0.3984 2.7117  0.2551
H 1.3286 -0.2518 4.6250  0.0054
H -0.3990 0.1442 4.3921  0.0063
H 0.8004 1.4806 4.4401  0.0035


# 2
Molecular formula: C11H17BrLuN2O4S
Method: DFT, ωB97M-V/def2-TZVPD

Computed properties:
- LUMO energy (eV) = -16.01
- spin multiplicity = 1
- net charge = +3
- M (g mol⁻¹) = 528.2

Each line ends with the natural charge from an NBO analysis.
Cartesian coordinates (Å):
C -1.8055 -3.0712 -1.1825  -0.6510
C -0.1625 -2.9417 -1.2719  -0.4571
C 0.5408 -2.2654 0.0445  -0.2887
Br -0.4348 -2.7661 1.7658  0.2141
C 0.8817 -0.6717 -0.0714  -0.3527
C 1.5093 -0.2436 1.4209  0.1956
N 2.0560 0.0474 2.5579  -0.1372
C -0.3806 0.3290 -0.3199  -0.0340
C -1.0650 0.2713 -1.8066  0.7712
N -1.6459 0.1395 -2.9803  -0.9378
O -1.4764 0.2299 0.6644  -0.4778
C -2.1025 1.5575 0.9018  -0.1258
C -1.5597 2.3086 2.2696  0.0661
C -0.1170 3.1154 2.0223  -0.6735
O -2.5423 3.3977 2.5870  -0.6044
S 2.3098 -0.4834 -1.2786  1.9126
C 3.8286 0.1603 -0.3131  -0.8193
O 2.7734 -1.8044 -1.9423  -0.8438
O 2.0785 0.5438 -2.4109  -0.8934
H -2.1751 -3.8437 -0.3770  0.3077
H -2.2003 -3.4412 -2.2467  0.1721
H -2.3553 -2.0589 -0.9752  0.2026
H 0.1448 -2.3559 -2.2452  0.1788
H 0.2386 -4.0611 -1.3798  0.2980
H 1.5962 -2.8144 0.1599  0.3165
H 0.0472 1.4385 -0.2033  0.3412
H -1.9724 2.2635 -0.0466  0.1814
H -3.2624 1.3714 1.0039  0.2688
H -1.5182 1.5914 3.1969  0.2522
H 0.8065 2.3993 1.9697  0.2315
H 0.0552 3.9110 2.8654  0.2960
H -0.2248 3.6087 0.9511  0.1953
H -2.2556 4.1426 1.9495  0.4803
H 3.5417 1.2085 0.1803  0.2734
H 4.7155 0.4244 -1.0676  0.3309
H 4.1582 -0.5878 0.5261  0.2953
Lu -2.0256 -1.0492 -4.9179  2.5145


# 3
Molecular formula: C11H17Cl2NO3Os
Method: DFT, ωB97M-V/def2-TZVPD

Computed properties:
- <S²> = 6.03
- LUMO energy (spin up / spin down) (eV) = 4.84 / 4.78
- spin multiplicity = 5
- net charge = -2
- M (g mol⁻¹) = 472.4

Each line ends with the Löwdin spin population.
Cartesian coordinates (Å):
C -0.4626 2.0643 0.1707  -0.0013
C -1.7310 1.4883 0.5942  0.1968
C -2.3022 0.7953 -0.5028  0.1137
C -2.4115 1.7499 1.8860  0.0288
C -1.4633 0.9677 -1.6318  0.2262
C -0.3017 1.7332 -1.2327  0.0155
C 0.6825 2.3444 -2.1600  0.0006
C 0.2990 3.1226 0.8827  -0.0008
C -3.5958 0.0603 -0.4827  0.0053
C -1.7385 0.4824 -3.0030  0.0379
Os 0.3628 0.0117 0.1019  2.5918
Cl -2.2938 -1.3953 4.0924  0.0033
Cl 0.3721 0.0494 2.3693  0.1430
O 0.3571 -0.8161 -1.6843  0.1481
H -1.7281 2.2196 2.6024  0.0003
H -2.7696 0.8172 2.3477  0.0049
H -3.2703 2.4257 1.7343  0.0129
H -3.7529 -0.4075 0.4982  0.0011
H -3.6081 -0.7250 -1.2493  0.0006
H -4.4441 0.7322 -0.6800  0.0025
H -2.1298 -0.5426 -3.0024  0.0055
H -0.8335 0.5046 -3.6202  0.0012
H -2.4939 1.1211 -3.4819  0.0165
H 0.9471 1.6449 -2.9589  0.0002
H 1.5916 2.6302 -1.6273  0.0009
H 0.2468 3.2390 -2.6247  -0.0002
H 0.3606 2.9038 1.9503  0.0006
H -0.2088 4.0866 0.7497  -0.0019
H 1.3109 3.2030 0.4811  0.0002
H 0.4158 -1.7679 -1.4859  0.0066
O 2.1454 0.7343 -0.0328  0.3376
H 2.5836 0.2113 -0.7421  0.0253
O 2.8625 -3.1957 1.0980  0.0247
C 1.9194 -2.5271 0.8196  0.0264
N 0.9388 -1.9011 0.5314  0.0251


# 4
Molecular formula: C11H17Cl2NO3Pb
Method: DFT, ωB97M-V/def2-TZVPD

Computed properties:
- LUMO energy (spin up / spin down) (eV) = 5.31 / 4.90
- spin multiplicity = 1
- net charge = -2
- M (g mol⁻¹) = 489.4

Each line ends with the natural charge from an NBO analysis.
Cartesian coordinates (Å):
C -0.7235 0.7236 -1.4210  -0.0692
C -1.5763 -0.4107 -1.2725  0.1601
C -0.7582 -1.5579 -1.0541  -0.1301
C -3.0423 -0.3836 -1.2728  -0.6639
C 0.6062 -1.1479 -1.1102  0.0495
C 0.6313 0.2641 -1.3364  0.0260
C 1.8405 1.0864 -1.4706  -0.6551
C -1.1695 2.1064 -1.5947  -0.6481
C -1.2539 -2.9070 -0.7505  -0.6264
C 1.7810 -2.0083 -0.9679  -0.6462
Pb 0.9154 1.2854 2.4637  1.7724
Cl -1.7759 -0.0676 1.9460  -0.8336
Cl -0.4771 3.3803 2.0339  -0.6953
O 1.6978 -0.6112 1.8322  -1.1286
H -3.4137 0.5963 -0.9582  0.2297
H -3.4471 -1.1355 -0.5792  0.2331
H -3.4471 -0.5965 -2.2759  0.1912
H -1.9665 -2.8722 0.0908  0.2264
H -0.4265 -3.5628 -0.4773  0.2032
H -1.7759 -3.3486 -1.6178  0.1743
H 1.4949 -2.9709 -0.5198  0.2078
H 2.5156 -1.5294 -0.3074  0.2428
H 2.2518 -2.2118 -1.9433  0.1824
H 2.6571 0.6708 -0.8687  0.2344
H 1.6602 2.1104 -1.1127  0.2344
H 2.1696 1.1392 -2.5236  0.1843
H -1.9679 2.3397 -0.8708  0.2283
H -1.5654 2.2817 -2.6141  0.1710
H -0.3476 2.8033 -1.4127  0.2190
H 2.6531 -0.5588 2.0203  0.4310
O 2.4768 2.1461 1.4659  -1.1714
H 2.2340 3.0987 1.4310  0.4588
O 0.1576 0.0595 6.6802  -0.6694
C 0.5094 0.6076 5.6800  0.7700
N 0.8821 1.1812 4.6880  -0.8925


# 5
Molecular formula: C11H17Cl4CsFLi2N2O9V2
Method: DFT, ωB97M-V/def2-TZVPD

Computed properties:
- LUMO energy (eV) = -5.42
- spin multiplicity = 1
- net charge = +1
- M (g mol⁻¹) = 730.7

Each line ends with the Mulliken charge.
Cartesian coordinates (Å):
C -4.1668 0.2619 0.1028  -1.1888
C -2.8598 0.0272 0.8327  0.7650
Cl -2.1014 -1.5070 0.5154  -0.1499
C -2.2758 0.8824 1.6668  -0.0562
Cl -3.0311 2.4408 2.0688  -0.3827
C -0.9611 0.6210 2.3126  0.9461
C -0.1080 1.6551 2.5484  -1.2032
N 1.0028 1.0710 3.1091  0.3861
C 0.8462 -0.2333 3.2216  -1.4151
N -0.3506 -0.5366 2.7316  0.3559
H -4.9058 -0.5193 0.3062  0.3375
H -3.9217 0.2253 -0.9743  0.1863
H -4.5678 1.2643 0.2837  0.3596
H -0.2289 2.7243 2.3284  0.3968
H 1.8621 1.4906 3.4302  0.2320
H 1.5301 -1.0256 3.6012  0.7136
H -0.7296 -1.4686 2.6586  0.3265
C 0.1211 0.4582 -5.6756  -0.8048
O 0.6997 0.6067 -4.3837  -0.3161
C -0.1061 1.3424 -3.4886  -0.3220
C -0.8447 0.4444 -2.5105  -0.0052
O -1.8192 -0.3665 -3.1823  -0.4198
C -1.3539 -1.6822 -3.3623  -1.0938
H 0.6990 -0.2887 -6.2217  0.2040
H -0.9189 0.1237 -5.6155  0.3964
H 0.1720 1.4046 -6.2242  0.2558
H -0.8112 1.9712 -4.0446  -0.5473
H 0.5639 1.9984 -2.9213  0.8359
H -1.3881 1.0694 -1.7946  0.2364
H -0.1379 -0.1739 -1.9463  0.3661
H -1.3686 -2.2204 -2.4085  0.7805
H -0.3503 -1.7054 -3.7753  0.6623
H -2.0260 -2.1910 -4.0590  -0.2083
C 1.6473 -1.4812 0.8850  0.8423
O 2.0085 -0.3123 0.6531  -0.5613
O 2.0888 -2.2381 1.8385  -0.3514
O 0.7576 -2.0906 0.2350  -0.5993
O 2.5978 -1.3212 8.4939  -0.6668
V 2.6703 -1.5418 6.7924  1.7018
O 2.7067 -1.7573 5.1511  -0.8417
F 3.7383 -3.2879 2.9148  -0.4405
Cs -0.4192 -3.0536 -4.9029  0.9942
Cl 4.3011 0.5392 8.1074  -0.2631
Li -1.2036 3.6635 3.2647  0.9194
O 5.2305 1.5867 -1.8109  -1.0262
V 4.9308 0.0454 -1.1356  1.3950
O 4.6527 -1.5004 -0.5253  -0.8955
Cl -0.4258 1.2652 5.2456  -0.6188
Li -1.4455 3.3200 -4.3369  0.7823


# 6
Molecular formula: C11H17ClNO5P
Method: DFT, ωB97M-V/def2-TZVPD

Computed properties:
- LUMO energy (eV) = -0.95
- spin multiplicity = 1
- net charge = 0
- M (g mol⁻¹) = 309.7

Each line ends with the natural charge from an NBO analysis.
Cartesian coordinates (Å):
C -0.7872 3.5842 -3.4236  -0.6097
C -0.5607 2.9651 -2.0215  -0.7463
P 1.2169 2.5866 -1.7468  0.9802
C 1.6845 3.4501 -0.2116  -0.9767
N 1.0617 0.8704 -1.0627  -0.7632
C 1.2145 -0.1799 -2.1079  -0.3418
C 1.1502 -1.5882 -1.4893  0.5764
O 1.4358 -2.5261 -2.1530  -0.4521
C 0.6796 -1.6055 -0.0777  -0.1927
C 1.6023 -1.5099 0.9635  -0.2532
C 1.1349 -1.4443 2.2760  -0.2028
C -0.2373 -1.4534 2.5125  -0.1222
C -1.1550 -1.5513 1.4728  -0.1599
C -0.6986 -1.6348 0.1580  -0.2409
H -1.3301 4.5149 -3.3232  0.2301
H 0.1624 3.7642 -3.9133  0.2172
H -1.3615 2.8977 -4.0307  0.2268
H -1.1163 2.0293 -1.9570  0.2343
H -0.9422 3.5854 -1.2147  0.2483
H 1.2178 3.0055 0.6698  0.2429
H 2.7559 3.4157 -0.0607  0.2567
H 1.3340 4.4760 -0.2629  0.2675
H 1.7787 0.7415 -0.3478  0.4486
H 0.1508 0.7892 -0.6077  0.4518
H 0.3854 -0.0796 -2.8028  0.2429
H 2.1421 -0.0411 -2.6488  0.2550
H 2.6586 -1.4967 0.7268  0.2147
H 1.8435 -1.3822 3.0850  0.2271
H -0.6092 -1.3977 3.5248  0.2438
H -2.2161 -1.5739 1.6575  0.2655
H -1.3939 -1.7150 -0.6639  0.2221
O -1.3703 -4.8768 3.4356  -0.8810
Cl -2.6427 -4.3084 3.8222  2.5423
O -3.5587 -5.3503 4.1997  -0.8543
O -3.1874 -3.5669 2.6969  -0.9109
O -2.4424 -3.3939 4.9268  -0.8865


Q: What is the M in the fifth record?
A: 730.7 g mol⁻¹